Entry from the OMol25 dataset: 2 unconnected molecules or ions with the total composition C9H22N2O10PS2 in a non-equilibrium geometry (ωB97M-V/def2-TZVPD).

```
46
Properties=species:S:1:pos:R:3:forces:R:3:mulliken_charge:R:1
C -0.3187 1.5955 1.1815 0.12 0.21 0.13 -0.901
C 0.0911 0.0180 0.8396 0.89 1.24 1.38 0.274
O 0.6132 -0.0351 -0.5347 -2.58 -1.62 0.17 -0.341
C -0.3214 -0.7015 -1.4613 0.66 -1.18 -0.24 -0.512
S -0.6719 0.3550 -3.0143 -3.38 2.37 -2.16 0.976
O -0.8995 1.7940 -2.4933 0.93 -4.21 -1.12 -0.631
O -1.9519 -0.2880 -3.6689 4.24 1.58 2.65 -0.658
N 0.6985 0.1576 -4.0783 -1.35 2.15 -0.09 -0.443
S 0.6036 1.2419 -5.4674 -6.76 -4.78 -2.30 1.062
O 0.6181 0.3288 -6.7550 1.49 3.45 4.33 -0.677
O -0.7748 1.9884 -5.5243 5.41 -0.86 0.75 -0.597
N 1.9848 2.3061 -5.3591 1.84 -0.44 -2.29 0.069
C 1.7141 3.6853 -5.9187 1.01 1.90 -0.39 -0.746
C 3.2509 1.6877 -5.9125 1.83 -5.86 -0.36 0.464
C 4.4660 2.6328 -6.5652 -0.23 -0.34 0.75 -0.886
O 3.5326 0.3549 -5.8938 -2.25 8.48 0.28 -0.534
H 0.3096 2.3125 0.4715 -1.53 -1.74 1.31 0.255
H -0.0040 1.9124 2.2882 -0.84 -0.98 -2.27 0.301
H -1.4823 1.7893 1.0367 2.61 -0.36 0.20 0.232
H 0.9887 -0.2647 1.5732 -1.83 0.52 -1.72 0.201
H -0.7648 -0.7453 1.0769 1.44 1.53 -0.77 -0.089
H -1.3757 -0.9374 -1.0071 1.94 0.86 -0.91 0.319
H 0.1202 -1.7242 -1.8623 -0.70 2.15 0.80 0.280
H 1.8774 3.7200 -7.1009 -0.67 -0.09 2.57 0.230
H 2.5419 4.4017 -5.4433 -1.75 -1.56 -1.04 0.270
H 0.6820 4.1511 -5.6123 1.96 -1.57 -0.60 0.323
H 4.8019 3.3771 -5.6960 -0.66 -1.42 -2.17 0.263
H 5.3718 1.9217 -6.8703 -2.27 1.41 0.99 0.258
H 4.1396 3.1854 -7.5445 0.40 -0.84 2.12 0.259
C -0.6556 -0.8398 7.2290 0.14 0.54 -0.38 -0.586
O -0.7686 -2.2193 6.9094 -0.16 -3.75 0.71 -0.473
P -1.4781 -2.6608 5.3946 -0.70 9.60 -2.35 1.087
O -0.7282 -1.5215 4.6893 0.53 -1.53 0.37 -0.576
O -2.9430 -2.1096 5.9042 0.34 -1.30 -0.68 -0.299
C -3.5759 -2.8339 6.9392 -0.34 -0.09 0.52 -0.676
O -2.1877 -3.1024 3.8799 0.10 -2.69 2.35 -0.270
C -1.2720 -3.5241 2.8843 0.25 -0.18 -0.68 -0.575
H -0.5657 -0.7471 8.3145 -0.05 -0.36 -0.01 0.238
H 0.2493 -0.4273 6.7740 -0.25 -0.02 -0.08 0.238
H -1.5334 -0.2750 6.9040 0.13 -0.08 -0.08 0.308
H -3.5066 -2.2606 7.8671 0.02 -0.14 0.02 0.232
H -3.1121 -3.8141 7.0865 -0.20 0.04 0.16 0.335
H -4.6305 -2.9711 6.6865 0.15 -0.02 -0.04 0.246
H -0.4976 -4.1587 3.3229 0.05 0.09 -0.29 0.336
H -0.8182 -2.6567 2.3987 0.03 -0.10 0.23 0.155
H -1.8169 -4.0992 2.1317 -0.02 0.00 0.20 0.258
```
Positions in Å, forces in eV/Å.

## Properties
- DFT total energy: -2355.435093 Eh
- Charge: -1
- E_LUMO: -1.6616 eV
- 2S+1: 1
- Orbital gap: 3.47 eV



Entry from the OMol25 dataset: 2 unconnected molecules or ions with the total composition C5H8OS2 in a non-equilibrium geometry (ωB97M-V/def2-TZVPD).

```
16
Properties=species:S:1:pos:R:3:forces:R:3:mulliken_charge:R:1
C -0.1161 -0.2976 -1.5006 0.28 0.98 -1.25 -0.379
C -0.6300 -0.9149 0.6668 -0.30 1.47 1.63 -0.567
C -1.8683 -0.5267 -0.1890 -0.08 0.56 1.01 -0.408
C 0.5275 -0.5455 -0.2468 -0.44 0.26 0.03 1.163
C 1.7900 0.0416 0.3008 0.03 -0.96 3.36 -1.451
O -1.4627 -0.3516 -1.5213 1.31 0.16 -1.06 -0.297
S 0.2543 3.0777 -0.3468 -0.31 -1.07 -1.26 -0.121
S 0.8871 -1.6955 -1.7152 0.30 -0.73 -0.11 -0.211
H -0.5459 -0.3867 1.7275 -0.35 -0.90 -2.38 0.303
H -0.6738 -1.9514 0.8391 0.18 -1.41 0.43 0.249
H -2.6501 -1.2385 -0.2755 -0.63 -0.93 0.63 0.296
H -2.2919 0.4130 0.0858 -0.40 0.70 0.75 0.268
H 1.5901 0.6942 1.2525 0.14 -1.22 -1.58 0.303
H 2.3584 0.6558 -0.3447 0.51 0.27 -1.05 0.401
H 2.3884 -0.8844 0.6484 -0.50 1.78 -0.39 0.323
H 0.4430 3.9106 0.6188 0.26 1.04 1.24 0.128
```
Positions in Å, forces in eV/Å.

## Properties
- ΔE to the lowest compared entry with this formula, charge and spin: 4.915 eV
- DFT total energy: -1066.750737 Eh
- E_LUMO (alpha / beta): -0.2173 / -2.5990 eV
- 2S+1: 1
- Orbital gap (alpha / beta): 8.85 / 5.13 eV



Entry from the OMol25 dataset: a molecular structure, C32H42F3GeN5O5SSeSiW (ωB97M-V/def2-TZVPD).

```
92
Properties=species:S:1:pos:R:3:forces:R:3:mulliken_charge:R:1
W -0.1679 0.6693 1.0792 -0.89 0.40 0.00 1.227
O 5.3346 -2.6586 -3.5025 0.01 0.01 -0.07 -0.590
C 5.1222 -3.1977 -2.2616 -0.13 0.15 0.10 0.477
O 5.6992 -4.2224 -1.9887 0.09 -0.17 0.04 -0.671
C 4.2113 -2.4694 -1.3737 0.14 0.00 -0.10 0.798
C 3.4009 -1.3907 -1.7762 0.02 0.08 0.00 0.166
C 2.5535 -0.7505 -0.9139 0.11 0.01 0.11 -0.249
C 2.4736 -1.1100 0.4685 -0.16 -0.05 -0.08 0.209
C 3.2906 -2.2200 0.8594 0.02 0.05 0.01 -0.701
C 4.1147 -2.8625 -0.0311 -0.06 0.01 0.06 -0.871
N 1.6710 -0.4408 1.2999 0.09 -0.07 0.17 0.426
C 2.0475 -0.3746 2.7155 0.19 0.42 0.00 -0.466
C 0.9727 -0.9400 3.5691 -0.06 -0.04 0.11 0.350
C 1.1363 -1.8450 4.6114 0.02 0.11 0.03 -1.102
C 0.0464 -2.1314 5.4118 -0.01 -0.07 0.09 -0.320
C -1.1723 -1.5160 5.1600 0.04 0.08 -0.12 -1.173
C -1.2609 -0.6690 4.0653 0.07 0.00 0.09 -0.141
N -0.2217 -0.4188 3.2818 0.01 -0.08 -0.61 0.672
H 4.8984 -1.8008 -3.5430 -0.01 0.03 -0.01 0.359
H 3.4094 -1.0218 -2.8006 0.03 0.01 0.00 -0.020
H 1.9711 0.0943 -1.2452 0.04 -0.02 0.01 -0.942
H 3.2214 -2.5865 1.8742 0.04 0.00 0.02 0.473
H 4.7032 -3.7119 0.2942 0.00 0.00 -0.01 0.416
H 3.0304 -0.7940 2.9139 -0.09 -0.34 -0.09 0.855
H 2.1118 -2.2763 4.7944 -0.01 -0.01 0.02 0.432
H 0.1440 -2.8254 6.2394 0.01 0.00 -0.01 0.380
H -2.0447 -1.6957 5.7725 0.01 -0.01 0.03 0.446
H -2.1843 -0.1685 3.8061 -0.01 -0.01 -0.01 0.180
Se -1.1980 2.6045 2.6437 0.15 -0.07 -0.02 -0.056
C -3.0868 2.7771 2.6388 -0.18 0.14 0.00 -0.159
C -4.0215 1.7501 2.4810 0.17 -0.07 -0.04 0.455
C -5.3743 2.0305 2.5624 -0.08 0.01 0.00 -0.488
N -5.8948 3.2379 2.7999 0.05 -0.03 -0.01 -0.749
C -4.9987 4.2157 2.9607 0.00 0.02 0.01 -0.326
C -3.6295 4.0447 2.8901 0.00 0.01 0.00 -0.543
H -3.6920 0.7408 2.2784 -0.03 0.05 -0.04 0.159
H -6.0882 1.2221 2.4257 0.00 0.01 0.00 0.391
H -5.4025 5.2077 3.1508 -0.02 -0.02 0.00 0.340
H -2.9747 4.8988 3.0152 0.01 -0.02 0.00 0.362
N -0.2563 -0.5951 -0.5815 0.01 -0.34 0.10 -0.173
C -0.3254 -1.5156 -1.2725 0.10 -0.01 0.02 -0.087
N -0.3777 -2.6212 -1.9756 -0.14 0.00 0.02 0.062
C -0.3192 -2.6079 -3.4332 -0.01 -0.03 0.01 -0.587
C 0.9923 -3.2305 -3.8874 0.00 -0.02 -0.02 0.069
O 1.1575 -4.5184 -3.3215 -0.01 0.01 -0.01 -0.493
C 1.2392 -4.4299 -1.8979 0.02 0.02 0.03 0.002
C -0.0633 -3.9045 -1.3293 -0.01 0.02 -0.08 -0.365
H -0.4185 -1.5819 -3.7856 0.02 0.02 0.00 0.318
H -1.1603 -3.1939 -3.8183 0.02 0.00 0.00 0.323
H 1.8305 -2.5879 -3.5933 -0.04 0.00 -0.01 -0.230
H 0.9984 -3.3532 -4.9712 0.01 -0.01 0.00 0.454
H 2.0704 -3.7736 -1.6143 -0.06 -0.06 0.01 -0.199
H 1.4429 -5.4356 -1.5314 0.00 0.00 -0.02 0.427
H -0.0238 -3.7465 -0.2539 0.02 0.01 0.03 0.255
H -0.8806 -4.5968 -1.5527 0.00 0.00 0.01 0.303
S 2.1057 1.3735 3.2700 0.29 -0.01 0.20 -0.402
C -2.5526 3.4149 -0.5831 0.00 0.01 -0.05 -1.389
Si -1.8349 1.6595 -0.7536 0.24 -0.04 0.07 0.899
C -1.2107 1.6323 -2.5687 -0.02 0.00 -0.03 -0.618
C -3.3870 0.5739 -0.9878 -0.04 0.08 0.01 -1.161
H -2.7315 3.8269 -1.5829 -0.04 0.03 0.02 0.487
H -1.9045 4.0981 -0.0320 0.04 -0.04 -0.01 0.299
H -3.5099 3.3791 -0.0572 0.02 0.00 0.01 0.342
H -2.0992 1.7592 -3.1982 0.03 0.01 -0.04 0.493
H -0.7448 0.6834 -2.8438 -0.01 -0.02 0.01 -0.444
H -0.5137 2.4260 -2.8312 0.01 0.00 0.03 0.201
H -3.9326 0.9696 -1.8528 -0.05 -0.03 0.02 0.549
H -4.0525 0.5929 -0.1240 0.03 0.02 0.01 0.140
H -3.1458 -0.4731 -1.1922 0.04 0.02 -0.02 0.113
F -3.7253 -3.3787 2.2973 -0.02 0.03 -0.04 -0.314
C -3.6159 -2.3768 1.4021 0.02 0.07 0.04 0.484
F -4.5870 -1.4947 1.6883 0.02 -0.03 0.00 -0.229
F -3.9078 -2.9026 0.1894 0.00 0.00 0.05 -0.294
C -2.1759 -1.7712 1.3913 -0.30 -0.15 -0.17 -0.472
O -1.2870 -2.6105 1.3379 0.20 0.00 -0.01 -0.647
O -2.1478 -0.5133 1.3935 0.32 -0.07 0.07 -0.244
C 0.6407 4.5640 -2.0357 -0.07 0.05 -0.02 -1.122
Ge 1.7972 3.1013 -1.3859 0.05 -0.08 0.09 0.784
C 2.3560 1.9717 -2.9156 -0.03 0.02 -0.11 -1.253
C 3.4821 4.0390 -0.9503 0.05 0.01 0.03 -1.567
C 1.2414 2.2244 0.2555 -0.19 -0.04 0.02 -1.015
H 0.9268 5.4782 -1.5101 0.00 0.00 -0.01 0.417
H -0.4135 4.3812 -1.8406 0.01 0.01 -0.01 0.204
H 0.7719 4.7303 -3.1083 0.02 -0.01 0.01 0.362
H 2.4953 2.5993 -3.8005 -0.01 0.00 0.01 0.617
H 1.6417 1.1855 -3.1611 -0.03 0.00 -0.01 0.275
H 3.3161 1.5104 -2.6728 -0.03 -0.01 0.00 0.235
H 3.8729 4.5909 -1.8102 -0.01 0.00 0.00 0.379
H 4.2360 3.3210 -0.6207 0.00 0.01 -0.01 0.386
H 3.3108 4.7402 -0.1306 0.01 0.00 -0.01 0.425
H 1.0162 3.0991 0.8818 -0.01 0.02 0.01 0.552
H 2.2120 1.8922 0.6354 0.01 0.01 0.06 0.442
```
Positions in Å, forces in eV/Å.

## Properties
- ΔE to the lowest compared entry with this formula, charge and spin: 1.012 eV
- DFT total energy: -7427.390095 Eh
- Charge: -2
- E_LUMO (alpha / beta): 4.1343 / 4.1316 eV
- 2S+1: 3
- Orbital gap (alpha / beta): 5.04 / 5.80 eV



Entry from the OMol25 dataset: a molecular structure, C40H36NOP2Rh in a non-equilibrium geometry (ωB97M-V/def2-TZVPD).

```
81
Properties=species:S:1:pos:R:3:forces:R:3:mulliken_charge:R:1
Rh -0.1178 0.7540 -0.5747 0.96 -1.26 -0.70 -1.128
O -0.6438 3.3197 0.0820 -0.34 0.38 0.56 -0.311
N -1.4427 2.3308 -0.5083 -0.90 0.55 0.43 -0.624
C -2.4294 1.9373 0.2603 0.30 1.54 0.02 -0.141
C -3.5456 1.1710 -0.2370 -0.55 -1.02 -0.53 0.398
C -4.8281 1.5401 0.2022 0.58 0.15 0.05 -0.947
C -5.9551 1.0624 -0.4355 -0.06 -0.16 -0.22 -0.758
C -5.8341 0.1607 -1.4868 0.08 0.08 0.20 -0.799
C -4.5812 -0.3163 -1.8457 0.11 0.11 0.02 -0.438
C -3.4390 0.1835 -1.2367 0.27 0.30 0.12 0.349
P -1.8133 -0.5702 -1.5758 -0.79 -0.83 -0.31 2.497
C -1.9942 -2.2284 -0.8532 0.31 0.29 0.00 0.319
C -1.5252 -2.3866 0.4495 0.08 0.21 -0.13 -0.002
C -1.6180 -3.6121 1.0786 -0.03 -0.10 0.07 -0.643
C -2.1907 -4.6839 0.4099 0.04 0.07 0.02 -0.731
C -2.6761 -4.5226 -0.8794 -0.05 -0.07 -0.05 -0.804
C -2.5816 -3.2994 -1.5198 0.02 0.12 0.04 -0.196
C -1.6940 -0.7523 -3.3693 0.15 0.10 0.09 0.584
C -0.9518 -1.8100 -3.9030 -0.15 0.11 0.17 -0.559
C -0.8401 -1.9457 -5.2737 0.07 0.10 -0.11 -0.748
C -1.4244 -1.0079 -6.1156 0.00 0.04 0.10 -0.529
C -2.1387 0.0599 -5.5858 0.12 0.00 -0.11 -0.784
C -2.2634 0.2024 -4.2163 0.00 -0.20 0.23 -0.678
H -0.4423 3.9627 -0.6173 -0.20 -0.26 -0.10 0.382
H -2.5728 2.4446 1.2151 0.19 0.05 -0.01 0.459
H -4.9254 2.2540 1.0066 -0.03 0.10 0.07 0.504
H -6.9306 1.4021 -0.1243 -0.07 0.02 0.04 0.436
H -6.7111 -0.1860 -2.0109 -0.09 -0.08 0.02 0.472
H -4.4919 -1.0736 -2.6113 -0.02 -0.04 -0.07 0.408
H -1.0730 -1.5329 0.9529 -0.03 -0.19 0.03 -0.136
H -1.2344 -3.7330 2.0798 0.01 -0.03 0.12 0.525
H -2.2521 -5.6471 0.8913 -0.03 -0.10 0.05 0.431
H -3.1235 -5.3578 -1.3948 -0.05 -0.09 -0.04 0.462
H -2.9506 -3.1841 -2.5289 -0.01 -0.03 -0.07 0.446
H -0.4811 -2.5254 -3.2426 0.01 -0.10 -0.01 0.544
H -0.2888 -2.7761 -5.6868 0.07 -0.06 -0.04 0.462
H -1.3027 -1.0954 -7.1849 -0.08 -0.06 -0.07 0.440
H -2.5924 0.7857 -6.2429 -0.02 0.07 -0.06 0.455
H -2.8094 1.0378 -3.7995 -0.08 0.04 -0.03 0.486
C 3.2103 0.4410 3.8244 -0.01 0.18 0.18 -1.540
C 2.8268 -0.9014 3.2986 -0.03 -0.18 -0.10 1.245
C 3.1619 -2.0379 4.0329 -0.06 0.12 -0.12 -0.743
C 2.8861 -3.3123 3.5714 -0.10 0.01 -0.18 -0.779
C 2.2733 -3.4860 2.3381 -0.04 -0.01 -0.02 -0.841
C 1.9151 -2.3751 1.5961 -0.04 0.00 -0.05 -1.095
C 2.1739 -1.0876 2.0684 -0.37 0.00 -0.30 0.688
P 1.6394 0.2730 0.9777 1.14 0.24 1.11 1.902
C 0.9741 1.5637 2.0799 -0.15 -0.14 -0.35 2.447
C -0.0912 1.0757 2.8564 0.04 -0.09 -0.05 -1.424
C -0.7409 1.8914 3.7559 -0.05 0.05 0.03 -0.952
C -0.3458 3.2186 3.8756 -0.01 -0.11 -0.03 -0.897
C 0.6981 3.7070 3.1077 0.01 -0.06 -0.09 -0.777
C 1.3682 2.9072 2.1887 0.00 -0.09 0.12 0.378
C 2.4877 3.4830 1.3878 0.06 0.08 0.03 -1.285
C 3.0704 0.6834 -0.0613 -0.66 -0.01 -0.16 0.522
C 4.3524 0.2540 0.2822 0.11 -0.03 0.07 -0.841
C 5.4072 0.4544 -0.5873 -0.12 -0.02 0.09 -0.823
C 5.1744 1.0224 -1.8370 -0.07 0.00 0.03 -0.736
C 3.8959 1.3777 -2.2170 -0.13 -0.04 -0.04 -0.794
C 2.8166 1.2397 -1.3391 0.34 -0.30 0.37 0.743
C 1.4835 1.7001 -1.7546 0.31 0.55 -0.63 -1.163
H 4.0655 0.3577 4.4922 0.02 0.02 -0.02 0.610
H 2.3903 0.8791 4.3949 -0.01 0.11 0.02 0.283
H 3.4661 1.1258 3.0183 0.08 0.11 0.04 0.093
H 3.6611 -1.9140 4.9824 0.07 0.04 0.08 0.513
H 3.1610 -4.1708 4.1647 0.03 -0.07 0.05 0.435
H 2.0744 -4.4771 1.9595 -0.01 -0.07 -0.03 0.511
H 1.4293 -2.4923 0.6354 -0.03 -0.12 -0.04 0.639
H -0.3775 0.0327 2.7762 -0.03 -0.04 0.01 0.287
H -1.5402 1.4968 4.3641 -0.07 -0.02 0.06 0.555
H -0.8560 3.8661 4.5704 -0.02 0.11 0.10 0.440
H 0.9988 4.7398 3.2091 0.03 0.07 0.04 0.458
H 2.6647 4.5140 1.6808 0.06 0.05 -0.03 0.530
H 2.2522 3.4657 0.3269 0.06 0.03 -0.14 0.144
H 3.4106 2.9211 1.5329 0.06 0.03 -0.04 0.231
H 4.5223 -0.2273 1.2348 0.02 -0.03 0.03 0.460
H 6.4055 0.1606 -0.3009 0.06 -0.02 0.02 0.491
H 5.9952 1.1797 -2.5182 0.10 0.00 -0.08 0.439
H 3.7201 1.8077 -3.1925 0.01 -0.01 -0.10 0.527
H 1.3000 1.5218 -2.8216 -0.13 0.06 0.22 0.625
H 1.3294 2.7585 -1.5222 -0.28 -0.17 0.13 0.386
```
Positions in Å, forces in eV/Å.

## Properties
- DFT total energy: -2468.433134 Eh
- Charge: +2
- E_LUMO (alpha / beta): -5.8371 / -8.7502 eV
- 2S+1: 5
- Orbital gap (alpha / beta): 7.09 / 5.40 eV